Density functional theory data (wB97M-V/def2-TZVPD) for 3 unconnected molecules or ions with the total composition C40H61F16N2O3PS in a non-equilibrium geometry.

HOMO-LUMO gap = 0.243 hartree
E_tot = -115184.391 eV
Charge = 0
Spin multiplicity = 1
SMILES = CCCCCCCCCCCCCc1c(CCCCCCOC)c(P(CC)CC)cc2nsnc12.FC(F)C(F)(F)COC(F)(F)C(F)F.FC(F)C(F)(F)COC(F)(F)C(F)F

Geometry (Å):
F1 -0.126 6.114 -6.073
C1 0.510 -1.050 4.774
H1 -0.369 7.236 -2.738
H2 -2.537 -3.884 0.556
H3 1.583 1.929 1.855
H4 -5.736 -1.336 4.580
H5 3.976 -4.677 5.231
C2 0.649 5.392 -5.242
H6 0.354 -0.301 0.681
F2 2.741 6.448 -5.712
H7 -4.197 0.194 1.354
H8 3.638 1.754 -0.669
H9 0.533 -0.444 -1.143
N1 0.277 -5.644 -2.516
H10 2.808 3.145 1.225
H11 0.225 -2.134 5.040
C3 -4.647 -3.446 8.886
C4 1.670 -4.789 1.062
C5 -4.122 0.025 3.582
C6 0.809 8.450 -4.019
H12 -0.057 -3.254 -3.593
H13 4.050 2.390 3.023
H14 -2.065 -1.814 -3.335
H15 1.437 -0.770 5.400
H16 -3.457 -3.098 -2.006
H17 -3.861 -2.884 9.512
C7 2.314 -3.710 4.077
C8 -4.501 -1.149 7.444
H18 -5.191 -0.277 7.731
C9 0.584 -3.178 -1.381
F3 1.552 10.158 -5.488
N2 1.210 -7.075 -0.377
F4 1.332 -0.802 -6.707
H19 -3.624 -2.483 2.534
H20 5.342 1.320 0.768
H21 3.883 -5.312 3.499
F5 2.617 1.913 -8.590
C10 1.060 -2.358 -0.136
F6 2.134 4.819 -7.010
H22 -5.529 -3.716 9.577
H23 -3.025 -0.243 3.759
C11 1.843 1.341 -7.638
C12 2.529 -0.229 -0.167
H24 -6.330 -2.431 7.730
H25 4.965 -0.299 1.576
H26 1.273 0.014 2.866
C13 -2.389 -3.127 -1.551
H27 -2.019 -4.203 -1.727
H28 -0.296 9.447 -5.610
C14 3.805 -4.362 4.130
O1 0.507 1.613 -8.010
H29 2.094 -3.335 5.136
C15 2.699 1.366 -0.111
C16 -3.896 -1.032 5.959
H30 6.492 -1.100 3.237
O2 6.098 0.991 2.771
C17 3.704 1.467 2.411
H31 2.659 4.564 -5.103
P1 2.153 -2.394 2.726
H32 -0.042 -1.223 2.547
F7 -1.194 0.103 -6.549
C18 -4.080 -2.301 0.263
C19 -4.699 -0.465 2.158
F8 -2.258 1.829 -5.770
H33 -4.797 -3.130 -0.088
H34 -0.359 -0.318 4.904
H35 1.806 1.807 -0.711
C20 0.898 -1.031 3.201
F9 0.080 4.157 -5.184
H36 0.562 -1.549 -2.974
H37 -3.473 -2.023 5.567
C21 2.146 -0.159 -7.572
H38 3.281 0.734 3.196
C22 0.665 -4.770 -1.406
F10 0.415 9.388 -3.107
H39 4.633 -3.596 3.889
C23 -0.308 1.214 -4.637
H40 -1.391 -1.035 -1.731
H41 2.078 -5.395 1.953
S1 0.555 -7.250 -1.968
C24 5.034 0.845 1.760
F11 -0.986 0.358 -3.826
H42 1.524 -4.528 3.839
H43 -5.821 -0.231 2.126
C25 -0.075 7.206 -3.791
H44 -4.220 1.175 3.597
H45 -1.019 7.260 -4.341
H46 -1.768 -2.189 0.492
C26 -1.536 -2.003 -2.324
O3 0.552 5.922 -3.936
F12 1.081 8.251 -6.394
H47 -5.547 0.344 5.319
C27 0.717 9.091 -5.406
H48 -4.203 -4.438 8.527
H49 4.943 -0.425 3.967
H50 2.975 -0.574 -1.179
H51 -0.264 2.181 -4.134
H52 6.542 0.115 4.698
F13 0.944 0.726 -4.733
C28 1.008 -0.751 -0.141
H53 -3.615 -1.119 8.184
F14 2.090 8.144 -3.704
F15 3.415 -0.375 -7.143
C29 -0.331 2.248 -7.031
H54 3.101 -0.798 0.643
H55 -5.395 -2.593 2.054
H56 2.029 -0.625 -8.554
H57 0.162 3.105 -6.570
C30 -4.970 -0.532 4.848
H58 -1.143 2.685 -7.621
C31 6.021 -0.143 3.696
C32 2.096 5.263 -5.729
C33 -4.415 -2.015 1.826
C34 -0.025 -2.502 -2.716
H59 -3.062 -0.246 5.979
C35 -2.579 -2.851 0.031
C36 1.585 -3.225 1.099
C37 2.610 2.009 1.358
C38 -5.197 -2.601 7.627
C39 -1.006 1.325 -5.994
H60 -4.259 -1.393 -0.409
F16 2.130 1.990 -6.490
H61 -4.978 -3.188 6.660
C40 1.201 -5.630 -0.183

Atomic partial charges in e from the Mulliken method, atoms 1 to 5: F -0.30; C -1.22; H 0.41; H 0.27; H 0.21